Entry 1:
C32H40Cl5HfNP2 | ωB97M-V with the def2-TZVPD basis set

Relative energy (zero: lowest compared OMol25 entry of this formula, charge and spin), kJ/mol: 53.9
Orbital gap, Eh: 0.2509
LUMO energy, Eh: -0.2468

ORCA input file:
```
! RIJCOSX wB97M-V def2-TZVPD def2/J DEFGRID3
* xyz 2 1
Hf -0.4704 -0.4698 -1.0052
C 3.4567 0.7222 -1.1617
C 3.4582 -0.7718 -1.4681
C 4.7687 -1.4133 -1.0140
P 1.9802 -1.6034 -0.7460
C 2.0383 -3.3217 -1.4340
C 0.9136 -3.4339 -2.4723
C 2.0132 -4.4562 -0.4118
C 2.0616 -1.4403 1.0618
C 3.0192 -2.0585 1.8635
C 3.0911 -1.8197 3.2312
C 4.1120 -2.5047 4.0913
C 2.1839 -0.9139 3.7807
C 1.2171 -0.2877 3.0113
C 1.1328 -0.5612 1.6523
N 0.1752 0.0321 0.8046
C -1.0450 0.6614 1.1519
C -1.8875 0.2223 2.1801
C -3.1790 0.6943 2.2593
C -3.7003 1.5876 1.3128
C -5.1242 2.0558 1.3841
C -2.8648 2.0350 0.3044
C -1.5288 1.6182 0.2108
P -0.3281 2.1500 -1.0914
C 0.8066 3.3566 -0.2541
C 1.4256 2.8374 1.0381
C 0.0570 4.6644 0.0057
C -0.9788 3.0846 -2.5540
C -2.3181 3.8117 -2.4576
C -0.8956 2.2105 -3.8101
H 4.2936 1.2053 -1.6661
H 3.5758 0.8889 -0.0897
H 2.5366 1.2110 -1.4939
H 3.3339 -0.9245 -2.5468
H 4.9594 -1.1973 0.0370
H 5.5880 -0.9801 -1.5889
H 4.8036 -2.4931 -1.1618
H 2.9881 -3.3677 -1.9737
H -0.0691 -3.4787 -1.9932
H 1.0213 -4.3463 -3.0599
H 0.9389 -2.6048 -3.1920
H 1.1556 -4.3999 0.2541
H 2.9141 -4.4743 0.1982
H 1.9584 -5.4088 -0.9396
H 3.7309 -2.7433 1.4197
H 4.8357 -3.0530 3.4911
H 3.6315 -3.2121 4.7686
H 4.6525 -1.7833 4.7037
H 2.2344 -0.6904 4.8391
H 0.5386 0.4200 3.4685
H -1.5298 -0.5130 2.8883
H -3.8170 0.3402 3.0597
H -5.6816 1.5217 2.1503
H -5.6250 1.9044 0.4267
H -5.1697 3.1205 1.6160
H -3.2621 2.7325 -0.4167
H 1.5955 3.5213 -0.9964
H 0.6592 2.6657 1.7955
H 2.1005 3.6002 1.4272
H 1.9965 1.9243 0.9001
H -0.7847 4.5058 0.6831
H -0.3048 5.1548 -0.8961
H 0.7440 5.3548 0.4963
H -0.1923 3.8435 -2.6434
H -3.1529 3.1146 -2.5151
H -2.4033 4.4900 -3.3068
H -2.4147 4.4101 -1.5527
H -1.5906 1.3700 -3.7652
H 0.1150 1.8291 -3.9696
H -1.1570 2.8022 -4.6877
Cl -0.9373 -2.9497 0.5795
C -2.5244 -2.4446 0.0209
C -2.5053 -1.4091 -0.8914
C -3.7358 -0.9623 -1.3370
Cl -3.7359 0.3311 -2.4979
C -4.9370 -1.5018 -0.8891
Cl -6.4324 -0.8919 -1.4500
C -4.9025 -2.5497 0.0446
Cl -6.3551 -3.2280 0.6199
C -3.6763 -3.0377 0.5118
Cl -3.5958 -4.3046 1.6575
*
```

---

Entry 2:
C32H40F24O16 | ωB97M-V with the def2-TZVPD basis set

Relative energy (zero: lowest compared OMol25 entry of this formula, charge and spin), kJ/mol: 159.3
Orbital gap, Eh: 0.4091
LUMO energy, Eh: 0.0131

ORCA input file:
```
! RIJCOSX wB97M-V def2-TZVPD def2/J DEFGRID3
* xyz 0 1
C 7.6561 2.2197 -2.0024
C 7.9839 0.7969 -1.5360
O 7.1948 0.3015 -0.4711
C 5.9132 0.1677 -0.6673
O 5.2944 0.4097 -1.6615
C 5.1578 -0.2844 0.5963
F 4.4177 0.7312 1.0500
F 4.3409 -1.2962 0.3625
F 5.9937 -0.5951 1.5900
H 7.5707 2.9580 -1.2071
H 6.7335 2.2296 -2.5819
H 8.4186 2.5474 -2.7102
H 9.0556 0.7851 -1.3378
H 7.9425 0.1136 -2.3893
C 2.8097 1.9263 -3.3871
C 2.0164 1.7680 -4.6716
O 1.7222 3.0271 -5.2510
C 0.4813 3.5082 -5.2609
O -0.4774 2.9190 -4.8766
C 0.3809 4.9538 -5.7922
F 1.5389 5.5459 -6.0523
F -0.4289 5.0180 -6.8452
F -0.2006 5.6254 -4.7688
H 3.0617 0.9544 -2.9730
H 2.2653 2.5520 -2.6750
H 3.6994 2.5346 -3.5654
H 1.1710 1.0980 -4.4911
H 2.5667 1.1809 -5.4105
C 3.9082 -0.5254 9.5419
C 4.4644 -0.5034 8.1375
O 3.4253 -0.3533 7.1740
C 3.2481 0.8412 6.5922
O 3.9916 1.7568 6.7271
C 2.2341 0.8048 5.4254
F 1.1737 0.0385 5.7035
F 1.8140 2.0490 5.2469
F 2.8621 0.3498 4.3490
H 3.6012 -1.5053 9.9052
H 3.1743 0.2454 9.7617
H 4.7806 -0.3155 10.1738
H 5.0137 -1.4187 7.9161
H 5.1798 0.3111 8.0085
C -1.9637 1.8053 -2.1327
C -0.6584 2.2256 -1.5348
O 0.0914 1.1187 -1.0111
C 0.3473 1.0630 0.2798
O 0.0692 1.9165 1.0747
C 1.0271 -0.2251 0.7333
F 1.8616 -0.0166 1.7552
F 0.0992 -1.1099 1.1548
F 1.7152 -0.8119 -0.2575
H -1.9015 1.0465 -2.9153
H -2.4332 2.7154 -2.5026
H -2.6690 1.3083 -1.4595
H -0.7258 3.0561 -0.8328
H -0.0076 2.6483 -2.3046
C -1.6813 1.2909 4.6041
C -1.4925 -0.2029 4.3718
O -2.7591 -0.8403 4.1944
C -2.7666 -2.0720 3.6831
O -1.7685 -2.6518 3.3713
C -4.1396 -2.7635 3.5814
F -4.7545 -2.4982 2.4174
F -4.0049 -4.0872 3.6904
F -4.9411 -2.3156 4.5795
H -0.7872 1.8923 4.4501
H -2.0334 1.4984 5.6165
H -2.4406 1.7302 3.9543
H -0.9860 -0.6342 5.2300
H -0.9468 -0.3663 3.4418
C 3.3767 -3.7403 3.4250
C 1.9650 -3.3305 3.0644
O 0.9671 -4.3252 3.2643
C 0.9499 -5.4289 2.5370
O 1.8032 -5.7670 1.7711
C -0.2116 -6.3816 2.8955
F 0.3433 -7.3948 3.5685
F -1.1878 -5.7908 3.5612
F -0.7509 -6.8968 1.7852
H 3.8095 -4.3639 2.6438
H 3.3718 -4.3626 4.3240
H 3.9975 -2.8691 3.6246
H 1.9013 -3.0395 2.0131
H 1.6553 -2.5552 3.7658
C -8.0756 2.4574 -5.5771
C -7.1817 2.7972 -4.3896
O -6.1300 3.6906 -4.8031
C -5.3024 4.0446 -3.8383
O -5.2756 3.5736 -2.7420
C -4.2250 5.0671 -4.2958
F -4.5058 6.2667 -3.7727
F -3.0340 4.7285 -3.8210
F -4.1345 5.2414 -5.6090
H -8.4019 3.4004 -6.0152
H -8.8982 1.7621 -5.4215
H -7.5264 1.9156 -6.3536
H -6.6625 1.9184 -4.0090
H -7.8000 3.2396 -3.6108
C -2.8730 -2.2796 -2.1546
C -3.9534 -1.8511 -3.1514
O -4.8243 -2.8359 -3.7220
C -4.3140 -3.8238 -4.4410
O -3.1452 -4.0287 -4.5738
C -5.3759 -4.7328 -5.0702
F -4.7890 -5.8492 -5.4563
F -6.2978 -5.0568 -4.1694
F -5.9695 -4.1193 -6.0791
H -2.5166 -1.3648 -1.6749
H -1.9882 -2.6440 -2.6807
H -3.1371 -2.9992 -1.3843
H -3.5906 -1.1582 -3.9051
H -4.5631 -1.3047 -2.4308
*
```

---

Entry 3:
C32H40F9N5O6 | ωB97M-V with the def2-TZVPD basis set

Orbital gap, Eh: 0.2997
LUMO energy, Eh: 0.0138

ORCA input file:
```
! RIJCOSX wB97M-V def2-TZVPD def2/J DEFGRID3
* xyz 0 1
N 13.3200 -2.1498 7.8097
C 14.0078 -2.7350 8.8195
C 15.2905 -3.0232 8.2828
C 15.3229 -2.5686 6.9412
C 14.0751 -2.0615 6.6295
H 12.3510 -1.8714 7.8700
H 13.5274 -2.8751 9.7766
H 16.1455 -3.4138 8.8146
H 16.2085 -2.6404 6.3272
H 13.6142 -1.6736 5.7331
N 9.3365 3.2370 6.5359
C 10.0128 2.2658 7.2857
C 10.2784 2.7891 8.5166
C 9.7404 4.1179 8.5964
C 9.1547 4.2932 7.3238
H 8.8646 3.1343 5.6489
H 10.1665 1.2459 6.9655
H 10.6923 2.3026 9.3874
H 9.6606 4.8091 9.4225
H 8.6641 5.1488 6.8837
N 13.3715 0.2428 16.6020
C 14.6865 0.6600 16.4785
C 14.6550 2.0750 16.5770
C 13.3226 2.5268 16.6279
C 12.5494 1.3653 16.7160
H 13.0812 -0.7227 16.5419
H 15.4202 -0.1158 16.3169
H 15.4923 2.7396 16.4228
H 12.9200 3.5259 16.7059
H 11.4883 1.2280 16.8629
N 8.1417 1.9541 16.9406
C 8.8546 1.7240 15.7951
C 8.4266 0.4715 15.2933
C 7.4430 -0.0107 16.0123
C 7.4273 0.7918 17.1289
H 8.3580 2.6821 17.6064
H 9.5615 2.4067 15.3471
H 8.5422 0.0928 14.2886
H 6.8303 -0.8832 15.8400
H 6.7906 0.7598 18.0007
N 9.6062 -1.9872 16.8166
C 9.2418 -2.5303 18.0276
C 9.8342 -3.8284 18.0943
C 10.5023 -4.0214 16.8651
C 10.4485 -2.8463 16.1298
H 9.2268 -1.0947 16.5346
H 8.5701 -2.0240 18.7051
H 9.7784 -4.5908 18.8572
H 10.9908 -4.9539 16.6237
H 10.8659 -2.7487 15.1385
C 13.5077 2.1644 0.9742
C 12.5654 2.1570 2.2758
O 13.4575 2.3026 3.3911
C 13.7988 1.1949 4.1054
O 13.3161 0.1064 3.9117
C 14.5805 1.6133 5.3617
F 14.5254 2.9084 5.5499
F 14.0687 1.0188 6.4471
F 15.9046 1.2942 5.2710
H 14.4568 2.6457 1.2102
H 13.1234 2.6785 0.0932
H 13.6944 1.1372 0.6612
H 12.0174 1.2148 2.2873
H 11.9364 3.0435 2.1959
C 11.9644 8.4667 11.0609
C 12.7626 7.2566 10.6229
O 11.9002 6.1362 10.8746
C 12.2094 5.5986 12.1783
O 13.1413 5.9821 12.9320
C 11.3365 4.3735 12.5292
F 11.2783 4.1730 13.8743
F 10.1956 4.4794 11.9847
F 12.0085 3.3559 11.9829
H 10.8963 8.2830 11.1771
H 12.2699 9.3956 10.5794
H 12.2569 8.6478 12.0952
H 13.7701 7.2901 11.0376
H 12.8202 7.3317 9.5370
C 13.8692 2.0566 9.4740
C 13.2028 0.7345 9.6130
O 13.0996 0.3483 10.9827
C 11.9821 0.2886 11.6299
O 10.8867 0.2654 11.0538
C 12.0318 0.1600 13.1397
F 11.8029 -1.1228 13.4690
F 13.1636 0.6745 13.7042
F 10.9871 0.7242 13.6257
H 14.4776 2.1716 8.5769
H 14.5512 2.2270 10.3070
H 13.2211 2.9306 9.5380
H 13.9580 0.2004 9.0364
H 12.2928 0.7489 9.0131
*
```